Record 1
ORCA calculation (the ωB97M-V functional and the def2-TZVPD basis) on a structure of composition C17H15BeN3S4Sb at a distorted geometry.

The geometry in XYZ format:
```
41
Properties=species:S:1:pos:R:3:lowdin_charge:R:1
Be -0.65 -0.13 -0.36 -0.44
C -1.50 -2.12 -2.81 -0.04
C -1.97 -2.40 -1.42 -0.27
C -2.92 -3.38 -1.16 -0.01
C -3.25 -3.68 0.15 -0.04
C -2.61 -3.01 1.18 0.00
C -1.69 -2.02 0.85 -0.20
N -1.41 -1.72 -0.43 0.09
C -0.92 -1.25 1.82 -0.23
C -1.13 -1.25 3.19 0.00
C -0.32 -0.46 3.98 -0.03
C 0.76 0.18 3.41 0.02
C 0.97 0.09 2.04 -0.16
N 0.06 -0.51 1.25 0.11
C 2.27 0.50 1.44 -0.24
C 3.03 1.55 1.94 -0.05
C 4.24 1.82 1.34 -0.06
C 4.65 1.05 0.27 -0.03
C 3.85 -0.01 -0.15 -0.33
C 4.20 -0.87 -1.32 -0.04
N 2.69 -0.27 0.44 0.16
H -2.08 -2.66 -3.55 0.08
H -1.53 -1.05 -3.02 0.05
H -0.45 -2.41 -2.89 0.09
H -3.38 -3.92 -1.98 0.11
H -3.99 -4.44 0.38 0.11
H -2.81 -3.25 2.21 0.11
H -1.94 -1.82 3.62 0.11
H -0.49 -0.39 5.05 0.11
H 1.47 0.72 4.02 0.11
H 2.65 2.18 2.74 0.10
H 4.85 2.65 1.69 0.11
H 5.58 1.26 -0.24 0.11
H 5.26 -0.82 -1.58 0.07
H 3.92 -1.91 -1.11 0.07
H 3.60 -0.54 -2.17 0.07
S -1.87 3.94 -2.44 -0.33
Sb -0.77 2.62 -0.93 -0.17
S 0.32 0.74 -1.92 0.08
S -2.24 1.15 0.23 0.08
S 0.53 3.76 0.58 -0.29
```

As for the LUMO energy: 1.50 eV. As for the charge: -1. Its frontier orbital gap is 5.073 eV. The energy above the lowest of the compared OMol25 structures with the same formula, charge and spin comes out at 0.0 kJ/mol. As for the electronic energy: -72629.996 eV.


Record 2
ORCA calculation (the ωB97M-V functional and the def2-TZVPD basis) on a structure of composition C3H9ClOSi at a distorted geometry.

The geometry in XYZ format:
```
15
Properties=species:S:1:pos:R:3:lowdin_charge:R:1
C -0.76 -1.65 -1.06 -0.22
C 0.18 0.68 1.96 -0.20
C -0.89 -0.18 -1.36 -0.22
O 2.10 0.65 -0.27 -0.20
Si 0.59 1.08 0.16 0.14
Cl 0.35 3.04 -0.28 0.34
H 0.24 -2.00 -1.28 0.06
H -0.98 -1.86 -0.02 0.05
H -1.46 -2.23 -1.67 0.06
H -0.78 0.19 2.04 0.02
H 0.92 0.01 2.40 0.03
H 0.13 1.58 2.57 0.02
H -1.88 0.21 -1.16 0.03
H -0.56 0.08 -2.36 0.03
H 2.80 0.42 0.35 0.06
```

As for the LUMO energy: 0.54 eV. Its frontier orbital gap is 9.168 eV. The energy above the lowest of the compared OMol25 structures with the same formula, charge and spin comes out at 135.6 kJ/mol. As for the electronic energy: -25706.388 eV.


Record 3
ORCA calculation (the ωB97M-V functional and the def2-TZVPD basis) on a structure of composition C34H40Cl2FGe2N2O5SiTi.

The geometry in XYZ format:
```
88
Properties=species:S:1:pos:R:3:lowdin_charge:R:1
Ti -0.02 -1.29 0.24 0.90
O 4.53 -3.86 1.21 0.10
C 3.51 -3.20 0.60 -0.49
O 2.38 -3.57 0.66 0.15
C 4.02 -1.94 -0.06 -0.13
O 3.06 -1.28 -0.83 -0.18
C 2.79 -1.88 -2.10 -0.09
C 1.45 -2.61 -2.17 -0.59
O 1.28 -3.49 -2.98 0.08
O 0.55 -2.12 -1.37 -0.23
H 4.13 -4.62 1.66 0.13
H 4.31 -1.26 0.75 0.14
H 4.93 -2.18 -0.62 0.14
H 2.71 -1.06 -2.82 0.12
H 3.60 -2.54 -2.41 0.14
C -3.23 0.02 0.04 -0.16
Si -2.50 0.45 1.71 0.41
C -2.88 2.24 2.17 -0.17
C -3.39 -0.64 2.97 -0.15
N -0.79 0.13 1.66 -0.17
C -0.03 0.21 2.78 -0.34
C -0.37 0.77 4.03 -0.04
C 0.51 0.77 5.10 -0.10
C 1.78 0.22 5.00 -0.12
C 2.17 -0.34 3.79 -0.03
C 1.27 -0.31 2.76 -0.21
F 1.65 -0.88 1.53 -0.05
H -4.18 0.54 -0.10 0.04
H -3.43 -1.06 -0.04 0.01
H -2.59 0.31 -0.80 -0.01
H -3.28 2.79 1.32 0.02
H -1.98 2.77 2.50 0.02
H -3.62 2.29 2.98 0.03
H -4.47 -0.44 2.89 0.03
H -3.09 -0.46 4.00 0.02
H -3.24 -1.70 2.74 0.01
H -1.35 1.21 4.15 0.09
H 0.19 1.22 6.03 0.10
H 2.46 0.23 5.85 0.09
H 3.14 -0.79 3.64 0.12
Cl -0.63 -3.19 3.94 0.71
C -1.75 -3.92 2.83 -0.61
C -2.65 -4.85 3.30 -0.13
C -3.57 -5.42 2.43 -0.11
C -3.57 -5.05 1.10 -0.13
C -2.65 -4.13 0.63 -0.60
Cl -2.64 -3.74 -1.06 0.71
C -1.71 -3.50 1.47 -0.43
N -0.83 -2.58 1.05 -0.10
H -2.63 -5.11 4.35 0.10
H -4.29 -6.14 2.80 0.09
H -4.27 -5.49 0.40 0.10
C 3.15 2.12 0.54 -0.25
Ge 2.41 2.11 -1.29 0.70
C 2.29 4.01 -1.88 -0.25
C 3.89 1.41 -2.41 -0.25
Ge 0.24 0.94 -1.36 0.85
C -0.01 0.59 -3.31 -0.37
C -0.82 -0.48 -3.72 -0.12
C -1.04 -0.75 -5.06 -0.09
C -0.45 0.04 -6.04 -0.11
C 0.36 1.10 -5.66 -0.10
C 0.57 1.37 -4.31 -0.13
C -0.87 2.58 -1.12 -0.38
C -0.61 3.46 -0.07 -0.17
C -1.33 4.64 0.08 -0.12
C -2.35 4.95 -0.80 -0.12
C -2.65 4.08 -1.83 -0.10
C -1.91 2.91 -1.99 -0.12
H 4.14 2.58 0.55 0.01
H 3.23 1.10 0.91 -0.01
H 2.51 2.68 1.23 0.01
H 3.12 4.57 -1.44 0.01
H 1.35 4.47 -1.57 0.00
H 2.37 4.07 -2.96 0.01
H 4.71 2.13 -2.38 0.01
H 3.59 1.29 -3.45 0.01
H 4.25 0.45 -2.03 -0.01
H -1.27 -1.12 -2.97 0.08
H -1.66 -1.59 -5.35 0.10
H -0.61 -0.18 -7.09 0.09
H 0.83 1.73 -6.41 0.09
H 1.20 2.22 -4.04 0.07
H 0.18 3.24 0.64 0.09
H -1.09 5.31 0.90 0.10
H -2.92 5.87 -0.68 0.09
H -3.45 4.31 -2.52 0.09
H -2.15 2.25 -2.82 0.10
```

As for the LUMO energy: 2.28 eV. As for the charge: -1. Its frontier orbital gap is 6.733 eV. The energy above the lowest of the compared OMol25 structures with the same formula, charge and spin comes out at 140.3 kJ/mol. As for the electronic energy: -220917.937 eV.


Record 4
ORCA calculation (the ωB97M-V functional and the def2-TZVPD basis) on the molecule C15H20N2O4.

The geometry in XYZ format:
```
41
Properties=species:S:1:pos:R:3:lowdin_charge:R:1
C 0.60 -4.04 -1.01 -0.04
C -0.07 -2.69 -1.29 -0.30
C 0.60 -1.93 -2.45 -0.13
C 1.35 -0.70 -1.96 -0.18
C 2.09 -1.05 -0.68 -0.14
C 1.07 -1.27 0.44 -0.32
C 1.66 -2.11 1.58 -0.03
N -0.15 -1.86 -0.10 0.02
C -1.37 -1.66 0.43 -0.40
O -2.38 -2.21 0.02 0.06
C -1.50 -0.68 1.61 -0.04
O -1.09 0.62 1.21 0.01
C -1.89 1.65 1.47 -0.44
O -2.93 1.57 2.08 0.11
C -1.36 2.93 0.94 -0.02
C -2.15 4.04 1.05 0.02
C -1.75 5.30 0.57 -0.06
C -0.52 5.39 -0.02 -0.08
N 0.27 4.30 -0.13 0.13
C -0.05 3.02 0.32 -0.39
O 0.78 2.14 0.17 0.07
H 0.44 -4.70 -1.86 0.08
H 1.67 -3.94 -0.85 0.06
H 0.15 -4.50 -0.13 0.09
H -1.12 -2.90 -1.55 0.13
H 1.30 -2.60 -2.95 0.11
H -0.15 -1.63 -3.19 0.11
H 2.05 -0.36 -2.73 0.11
H 0.66 0.12 -1.74 0.11
H 2.70 -1.94 -0.83 0.11
H 2.75 -0.23 -0.38 0.12
H 0.81 -0.28 0.82 0.12
H 2.49 -1.57 2.03 0.08
H 2.02 -3.06 1.22 0.07
H 0.92 -2.30 2.35 0.07
H -0.89 -0.99 2.46 0.13
H -2.55 -0.65 1.90 0.13
H -3.12 3.92 1.52 0.13
H -2.38 6.16 0.66 0.10
H -0.14 6.31 -0.42 0.13
H 1.18 4.38 -0.57 0.16
```

As for the LUMO energy: -0.19 eV. The SMILES is C[C@@H]1CCC[C@H](C)N1C(=O)COC(=O)c1ccc[nH]c1=O. Its frontier orbital gap is 8.660 eV. The energy above the lowest of the compared OMol25 structures with the same formula, charge and spin comes out at 86.7 kJ/mol. As for the electronic energy: -27050.821 eV.


Record 5
ORCA calculation (the ωB97M-V functional and the def2-TZVPD basis) on a structure of composition CH17NO6 at a distorted geometry.

The geometry in XYZ format:
```
25
Properties=species:S:1:pos:R:3:lowdin_charge:R:1
H -1.04 0.25 0.19 0.05
O -0.95 -0.72 1.00 -0.28
N -1.15 0.92 -0.86 0.04
H -1.63 -1.26 1.42 0.05
H -1.96 1.53 -0.88 0.13
H -1.24 0.23 -1.62 0.07
C 0.15 1.68 -0.84 -0.06
H 0.95 0.98 -0.92 0.06
H 0.32 2.37 -1.67 0.08
H 0.32 2.09 0.22 0.10
O 1.15 -0.92 2.62 -0.09
H 0.35 -0.60 2.15 -0.03
H 1.36 -1.85 2.51 0.03
O -0.92 -2.01 -1.25 -0.12
H -0.07 -1.88 -1.67 0.02
H -0.90 -1.64 -0.29 0.01
O -0.50 -0.44 -3.45 -0.06
H -1.18 -0.82 -2.89 0.00
H 0.09 -1.17 -3.65 0.05
O -0.31 1.78 2.32 -0.07
H -0.48 1.95 3.26 0.06
H -0.87 1.00 2.15 0.01
O 2.99 -0.62 0.38 -0.07
H 2.07 -0.41 0.58 -0.01
H 3.46 -0.44 1.20 0.03
```

As for the LUMO energy: 0.39 eV. Its frontier orbital gap is 10.872 eV. The energy above the lowest of the compared OMol25 structures with the same formula, charge and spin comes out at 125.7 kJ/mol. As for the electronic energy: -15087.351 eV.